Entry 1:
{
  "formula": "C4H7NO2",
  "method": "ωB97M-V/def2-TZVPD",
  "species": ["C", "C", "C", "O", "C", "N", "O", "H", "H", "H", "H", "H", "H", "H"],
  "xyz": [[-0.912945, -1.398041, 0.179647], [0.007473, -0.203969, 0.003231], [0.733343, -0.238896, -1.309725], [1.287442, -1.263268, -1.638551], [1.073327, 0.642265, 0.763535], [-0.328111, 0.970571, 0.711241], [-0.945999, 2.053094, 0.055054], [-1.818302, -1.171033, -0.411217], [-0.463143, -2.289949, -0.252449], [-1.240915, -1.573759, 1.205156], [0.858424, 0.706025, -1.869655], [1.849602, 1.073636, 0.101960], [1.493656, 0.383669, 1.728987], [-1.593852, 2.309656, 0.732791]],
  "forces_ev_per_a": [[0.20, -0.14, 0.11], [-0.01, -0.24, -0.13], [0.15, -0.28, -0.31], [-0.39, 0.47, -0.39], [-0.04, -0.07, 0.39], [-0.06, -0.39, 0.16], [0.41, 0.58, -0.01], [0.31, 0.00, 0.19], [-0.03, -0.06, 0.19], [0.26, 0.07, -0.03], [-0.06, -0.04, -0.09], [-0.74, 0.09, 0.21], [-0.29, -0.04, 0.14], [0.28, 0.05, -0.44]],
  "mulliken_charge": [-1.276, 0.804, -0.282, -0.511, -0.499, -0.199, -0.418, 0.299, 0.350, 0.347, 0.463, 0.311, 0.257, 0.352],
  "multiplicity": 1,
  "mol_weight_g_mol": 101.10,
  "e_above_lowest_ev": 4.6125,
  "smiles": "C[C@]1(C=O)CN1O",
  "e_tot_ha": -361.7114,
  "homo_lumo_gap_ev": 10.3,
  "e_homo_ha": -0.3455,
  "e_lumo_ev": 0.85
}

---

Entry 2:
{
  "formula": "C4H7NO2",
  "method": "ωB97M-V/def2-TZVPD",
  "species": ["C", "C", "C", "N", "C", "O", "O", "H", "H", "H", "H", "H", "H", "H"],
  "xyz": [[-1.551017, -0.958378, 0.052555], [-0.343232, -0.296574, -0.631980], [-0.053151, 1.048668, 0.072912], [1.156191, 0.771266, 0.895003], [1.797275, -0.395708, 0.375274], [2.934242, -0.715668, 0.600842], [0.844884, -1.093432, -0.414224], [-1.511032, -0.838402, 1.150639], [-1.671837, -2.017877, -0.178196], [-2.427615, -0.419560, -0.297903], [-0.406401, -0.005870, -1.925904], [-0.792282, 1.490490, 0.747644], [0.067184, 1.810064, -0.721825], [1.956790, 1.620981, 0.275159]],
  "forces_ev_per_a": [[0.12, 0.10, -0.64], [-0.10, 0.71, -1.75], [0.17, 0.33, -0.33], [3.71, 4.11, -4.11], [-0.74, -0.26, -0.26], [-1.64, -0.23, -0.61], [1.10, 0.76, 0.60], [0.28, -0.02, -0.51], [0.12, 0.11, -0.12], [-0.28, -0.05, 0.04], [-0.18, -1.49, 3.96], [-0.40, -0.72, -0.20], [0.45, -0.23, 0.60], [-2.61, -3.11, 3.33]],
  "mulliken_charge": [-1.291, 0.508, -0.694, -0.444, 0.521, -0.518, -0.337, 0.327, 0.348, 0.358, 0.258, 0.298, 0.314, 0.354],
  "multiplicity": 1,
  "mol_weight_g_mol": 101.10,
  "e_above_lowest_ev": 2.6788,
  "e_tot_ha": -361.7824,
  "homo_lumo_gap_ev": 10.8,
  "e_homo_ha": -0.3887,
  "e_lumo_ev": 0.26
}

---

Entry 3:
{
  "formula": "C4H7NO2",
  "method": "ωB97M-V/def2-TZVPD",
  "species": ["O", "C", "C", "C", "O", "N", "H", "H", "H", "C", "H", "H", "H", "H"],
  "xyz": [[1.859614, -2.017148, 0.237006], [1.984841, -0.693856, 0.122328], [3.116080, -0.010966, -0.390276], [2.752126, 1.287346, -0.176848], [1.606662, 1.351242, 0.478240], [1.092196, 0.123773, 0.613091], [0.983599, -2.398287, 0.171816], [3.999049, -0.346600, -0.841148], [3.232497, 2.190206, -0.370244], [-2.260691, 0.072541, 0.234633], [-2.706228, 1.004781, 0.356965], [-1.220312, -0.101097, -0.132501], [-2.409157, -0.407073, 1.269831], [-2.962190, -0.604478, -0.348012]],
  "forces_ev_per_a": [[0.91, -0.88, -0.40], [-0.36, -0.05, 0.45], [-1.31, 1.29, 0.36], [0.51, -1.78, 0.37], [-0.35, 1.62, -0.61], [-0.25, -1.48, 0.46], [-0.44, 0.56, 0.11], [0.82, -0.59, -0.49], [0.65, 1.30, -0.25], [-0.60, -4.45, 0.93], [-0.09, 1.93, -0.42], [-1.03, 0.87, 0.51], [0.81, 0.64, -1.23], [0.75, 1.03, 0.19]],
  "mulliken_charge": [-0.533, 0.590, -0.480, -0.306, -0.165, -0.323, 0.342, 0.401, 0.463, -0.869, 0.275, 0.116, 0.225, 0.265],
  "multiplicity": 1,
  "mol_weight_g_mol": 101.10,
  "e_above_lowest_ev": 3.0536,
  "smiles": "Oc1ccon1.C",
  "e_tot_ha": -361.7686,
  "homo_lumo_gap_ev": 10.7,
  "e_homo_ha": -0.3640,
  "e_lumo_ev": 0.77
}

---

Entry 4:
{
  "formula": "C4H7NO2",
  "method": "ωB97M-V/def2-TZVPD",
  "species": ["C", "C", "O", "N", "C", "C", "O", "H", "H", "H", "H", "H", "H", "H"],
  "xyz": [[-2.373344, -0.107680, -0.105469], [-0.913586, -0.354303, 0.161003], [-0.595474, -1.216027, 0.967622], [0.102401, 0.285335, -0.441194], [1.434006, -0.407280, 0.233620], [2.345755, 0.717807, -0.022698], [2.793635, 1.432686, 0.837572], [-2.830571, 0.075299, 0.870549], [-2.628433, 0.698762, -0.795012], [-2.778212, -1.054655, -0.474636], [-0.100824, 1.043547, -1.126962], [1.481164, -0.682462, 1.316319], [1.613878, -1.340225, -0.317127], [2.449610, 0.909194, -1.103583]],
  "forces_ev_per_a": [[-0.08, 0.08, -0.06], [-0.24, -0.70, 0.56], [-1.32, -0.64, 0.33], [0.47, -0.88, 1.04], [-0.31, 0.82, -0.86], [0.53, 0.46, -0.11], [0.13, -0.25, -0.43], [-0.01, 0.05, -0.20], [0.17, -0.04, 0.04], [-0.01, 0.20, -0.01], [1.15, -0.90, 0.94], [-0.98, 0.84, -0.97], [0.01, 0.51, -0.13], [0.51, 0.45, -0.15]],
  "mulliken_charge": [-0.931, 0.586, -0.623, -0.313, -0.342, 0.066, -0.465, 0.266, 0.331, 0.257, 0.261, 0.308, 0.269, 0.329],
  "multiplicity": 1,
  "mol_weight_g_mol": 101.10,
  "e_above_lowest_ev": 2.2325,
  "smiles": "CC(=O)NCC=O",
  "e_tot_ha": -361.7988,
  "homo_lumo_gap_ev": 10.3,
  "e_homo_ha": -0.3545,
  "e_lumo_ev": 0.67
}

---

Entry 5:
{
  "formula": "C4H7NO2",
  "method": "ωB97M-V/def2-TZVPD",
  "species": ["N", "C", "O", "C", "C", "C", "O", "H", "H", "H", "H", "H", "H", "H"],
  "xyz": [[-2.125305, 0.942755, 0.453655], [-1.225697, 0.391933, -0.407492], [-1.555046, -0.388073, -1.282455], [0.229612, 0.769338, -0.167477], [0.958668, -0.381190, 0.488648], [1.545767, -1.447321, -0.317678], [2.357253, -0.436651, 0.271952], [-3.100720, 0.726348, 0.314431], [-1.867677, 1.639173, 1.131495], [0.331169, 1.672389, 0.446629], [0.688138, 0.964948, -1.140768], [0.644863, -0.605955, 1.510762], [1.446441, -1.402774, -1.401755], [1.672535, -2.444921, 0.100054]],
  "forces_ev_per_a": [[-0.11, -0.01, -0.04], [-0.01, -0.11, -0.07], [0.11, 0.24, 0.25], [0.07, 0.04, -0.08], [-0.24, 0.02, 0.06], [-0.10, -0.27, -0.17], [0.22, 0.13, 0.07], [0.12, 0.04, 0.05], [-0.01, -0.09, -0.11], [-0.07, -0.14, -0.08], [-0.06, -0.04, 0.12], [0.10, -0.02, -0.16], [0.02, 0.04, 0.18], [-0.04, 0.17, -0.02]],
  "mulliken_charge": [-0.379, 0.534, -0.616, -0.624, 0.095, -0.436, -0.433, 0.236, 0.197, 0.292, 0.267, 0.390, 0.209, 0.268],
  "multiplicity": 1,
  "mol_weight_g_mol": 101.10,
  "e_above_lowest_ev": 1.3789,
  "smiles": "NC(=O)C[C@H]1CO1",
  "e_tot_ha": -361.8302,
  "homo_lumo_gap_ev": 10.8,
  "e_homo_ha": -0.3674,
  "e_lumo_ev": 0.82
}

---

Entry 6:
{
  "formula": "C4H7NO2",
  "method": "ωB97M-V/def2-TZVPD",
  "species": ["O", "C", "C", "N", "C", "O", "C", "H", "H", "H", "H", "H", "H", "H"],
  "xyz": [[1.147860, 1.409943, -0.449945], [0.977604, 0.060885, -0.055791], [0.117145, -0.718438, -1.045496], [-1.294214, -0.356339, -0.973737], [-1.718442, 0.160089, 0.102395], [-1.055962, 0.432279, 1.243611], [0.306042, -0.001433, 1.308857], [0.487367, 1.619030, -1.121514], [1.976141, -0.387675, 0.021998], [0.219750, -1.797625, -0.876420], [0.469085, -0.527444, -2.066523], [-2.759451, 0.466080, 0.194804], [0.328153, -1.026528, 1.700722], [0.798922, 0.667175, 2.017040]],
  "forces_ev_per_a": [[-0.08, 0.12, -0.17], [-0.05, -0.28, 0.10], [0.19, -0.05, -0.03], [-0.12, 0.17, 0.36], [-0.06, -0.08, -0.29], [-0.03, -0.01, -0.06], [0.20, -0.07, 0.04], [0.05, 0.05, 0.12], [-0.14, 0.04, 0.00], [0.00, 0.15, 0.00], [-0.04, -0.05, 0.14], [0.12, -0.03, -0.04], [0.01, 0.12, -0.06], [-0.05, -0.09, -0.10]],
  "mulliken_charge": [-0.556, 0.023, -0.742, -0.513, 0.108, -0.367, -0.452, 0.371, 0.356, 0.361, 0.369, 0.414, 0.308, 0.320],
  "multiplicity": 1,
  "mol_weight_g_mol": 101.10,
  "e_above_lowest_ev": 1.4265,
  "smiles": "O[C@@H]1CN=COC1",
  "e_tot_ha": -361.8284,
  "homo_lumo_gap_ev": 10.7,
  "e_homo_ha": -0.3629,
  "e_lumo_ev": 0.82
}